Entry from OMol25: a structure of composition C20H58AsCl4F6O22P4 in a non-equilibrium geometry (ωB97M-V/def2-TZVPD).

```
115
Properties=species:S:1:pos:R:3:forces:R:3
As 0.13313 -0.88561 -0.13393 -1.279 2.606 0.767
F 0.61074 -1.97456 -1.46454 0.776 -2.179 -1.874
F -1.30191 -1.89900 0.36543 -0.903 -1.018 -0.213
F -0.48692 0.28313 1.11731 -0.218 0.776 0.569
F 1.44990 0.30351 -0.57202 1.185 0.819 -0.359
F -1.00994 -0.12947 -1.33713 -0.819 0.801 -1.150
F 1.04010 -1.63405 1.20078 1.744 -1.336 1.620
C -5.71143 -1.21423 1.06706 1.912 -0.676 0.608
O -6.88543 -1.11557 0.31924 -1.781 0.191 -1.810
P -6.99042 -1.18973 -1.29348 3.506 -0.329 0.984
O -6.82378 -2.50155 -1.94642 -0.655 0.367 0.358
O -8.39075 -0.50178 -1.51455 0.604 0.780 0.387
C -9.20409 -0.95227 -2.54731 -1.723 -0.931 -1.430
O -5.77109 -0.18836 -1.72639 -2.084 -1.029 0.023
C -4.57030 -0.70784 -2.34076 1.395 0.977 0.694
H -5.68387 -2.13294 1.65299 -0.531 0.061 0.215
H -5.55836 -0.35318 1.71765 -0.392 0.052 -0.058
H -4.78485 -1.33921 0.50675 -0.131 0.311 -0.598
H -10.03954 -1.53015 -2.15213 0.087 -0.164 0.355
H -8.74101 -1.59370 -3.29713 0.555 0.001 0.340
H -9.70094 -0.17255 -3.12460 0.458 0.694 0.367
H -4.44689 -1.78185 -2.47993 -0.899 0.097 -0.181
H -3.78314 -0.43231 -1.63893 0.210 -0.057 0.018
H -4.34731 -0.10779 -3.22299 -0.337 -0.390 -0.233
C 8.04854 -1.95549 0.89922 0.907 0.129 -0.660
O 7.34729 -0.66469 0.97725 0.278 -1.224 0.799
P 6.55853 -0.35976 2.34514 -0.445 1.678 -1.275
O 6.17194 -1.55318 3.08514 -0.175 -0.284 0.435
O 7.58864 0.62946 3.10919 -0.094 -2.045 -2.152
C 7.20548 1.39871 4.18874 -0.040 0.588 0.793
O 5.33280 0.63431 1.86987 2.537 -1.220 0.740
C 4.56775 0.15480 0.76899 -1.564 -0.625 -0.879
H 7.61928 -2.68195 0.20923 -1.004 0.337 0.309
H 8.28229 -2.44542 1.84443 -0.616 0.364 0.212
H 9.01839 -1.80255 0.42583 0.113 0.722 0.106
H 6.17229 1.16161 4.44249 -0.100 0.757 0.194
H 7.45214 2.41177 3.87098 -0.812 0.360 0.450
H 7.83322 1.18799 5.05456 0.039 -0.261 0.058
H 4.56072 -0.92625 0.62983 0.342 -0.153 0.679
H 4.87498 0.50441 -0.21665 0.359 0.633 0.314
H 3.52360 0.41500 0.94259 0.099 0.219 -0.059
C 3.94944 7.13732 -4.46814 -0.596 -0.294 -0.248
O 3.02794 6.37269 -3.63576 0.320 -1.496 -1.168
P 3.04609 4.72055 -3.76771 -0.946 -0.810 0.482
O 4.31420 4.07770 -3.36299 -0.607 0.589 -0.371
O 2.62558 4.33199 -5.31775 -0.522 2.417 2.236
C 2.44063 2.99051 -5.80087 1.767 1.035 -0.048
O 1.75359 4.34750 -2.84713 1.314 0.687 -1.446
C 1.76582 3.25673 -1.89682 0.144 -0.634 0.523
H 4.99820 6.96230 -4.22822 -0.140 -0.172 0.228
H 3.71305 8.19738 -4.37593 -0.084 -0.131 0.501
H 3.77677 6.91727 -5.52164 0.062 -0.301 -0.030
H 1.94441 2.33883 -5.08171 -0.114 0.037 -0.347
H 3.49159 2.75974 -5.97503 -0.196 -1.308 -0.030
H 1.99586 3.13979 -6.78473 -0.529 -0.470 0.337
H 2.63666 2.60914 -1.99861 0.113 0.280 -0.074
H 0.89875 2.60624 -2.01154 -0.129 0.320 -0.342
H 1.72897 3.65901 -0.88444 0.118 0.119 -0.134
C -3.16158 6.21836 3.30002 -1.340 -0.116 0.687
O -3.02327 4.98144 2.56716 -1.738 -0.369 -0.231
P -4.28612 3.88680 2.39155 0.588 1.570 -2.126
O -4.59946 3.21205 3.63474 -0.583 -0.197 0.797
O -3.82370 2.92135 1.18293 -2.221 3.922 1.460
C -3.05546 1.81813 1.52620 1.971 -1.335 -0.868
O -5.51302 4.79722 1.71471 2.105 -0.546 0.586
C -6.84764 4.36801 1.59451 -1.058 -0.771 -0.233
H -2.49479 6.34780 4.15251 1.126 -0.368 -0.772
H -4.06620 6.30808 3.90144 -0.809 -0.656 -0.410
H -3.22905 7.09203 2.65177 0.632 -0.241 -0.263
H -3.55994 0.98956 1.02913 0.328 -0.448 0.676
H -2.83710 1.74088 2.59131 -0.447 -0.405 -0.086
H -2.10383 1.97100 1.01715 0.108 -0.458 0.130
H -7.54781 5.08058 2.03051 0.340 0.064 0.577
H -7.03655 3.36294 1.97165 0.233 0.090 0.555
H -7.22147 4.28810 0.57374 0.803 0.216 -0.527
C -1.04187 -3.45896 3.24705 -1.254 0.518 0.514
C -2.54305 -3.52476 3.00768 0.437 -1.233 -0.713
O -2.89086 -3.26103 1.68437 -1.258 -0.438 -0.699
O -0.73746 -2.08294 3.27494 0.638 -0.011 0.590
H -0.54188 -4.10858 2.52865 0.254 0.536 -0.509
H -0.77552 -3.90591 4.20485 -0.203 0.108 0.257
H -3.12451 -2.85455 3.64079 0.220 -0.164 0.631
H -2.82056 -4.57681 3.07301 -0.419 -0.204 0.948
H -2.31956 -2.62697 1.24484 0.604 0.544 -0.013
H -0.31028 -1.77474 2.47236 0.265 -0.030 -0.415
C 2.61253 -2.93057 3.96350 -0.278 0.553 0.471
C 1.67600 -3.30177 5.11209 1.878 -0.936 0.389
O 1.37808 -4.66227 4.92006 -1.166 -1.035 0.041
O 3.89657 -3.63369 3.98715 -1.328 0.172 1.241
H 2.59423 -1.84915 4.09874 1.110 0.313 -0.902
H 2.10305 -3.24864 3.05391 -0.128 0.592 -0.161
H 0.83706 -2.61641 5.23280 -0.374 -0.393 -0.860
H 2.14980 -3.29745 6.09372 0.693 0.642 0.162
H 2.12915 -4.97592 4.41103 0.000 -0.416 -0.007
H 4.54726 -3.25934 3.38876 -0.211 0.584 -0.198
C 1.00722 -1.84344 -4.85358 -0.656 1.855 -3.083
C 0.17003 -0.53291 -4.96176 0.186 -1.704 1.833
O -0.86444 -0.63232 -4.04443 -2.021 0.236 -0.216
O 1.81330 -1.89703 -3.75944 0.744 -0.231 -0.138
H 1.55854 -1.71627 -5.78524 1.165 -0.506 -0.070
H 0.37237 -2.70082 -5.07712 -0.335 -0.281 0.633
H -0.32883 -0.43273 -5.92571 0.420 0.121 -0.282
H 0.83086 0.28869 -4.68540 0.208 0.332 -0.459
H -0.67935 -0.51156 -3.11022 0.481 0.272 0.608
H 1.23197 -1.87614 -2.99575 -0.119 -0.092 1.047
C 3.62910 -3.05892 -0.66332 -0.577 -0.486 -0.204
Cl 5.12444 -2.65336 -1.48887 0.707 0.230 -0.018
Cl 3.79151 -3.93275 0.82582 0.779 -0.704 1.248
H 3.10997 -2.15878 -0.33417 -0.389 -0.136 -1.029
H 3.17693 -3.81987 -1.29941 -0.708 1.055 -0.197
C -1.21297 -4.89049 -1.12708 -1.482 0.297 -0.461
Cl 0.19099 -5.00561 -0.13476 0.525 0.175 0.245
Cl -0.94948 -5.56858 -2.77329 -0.107 -0.140 0.309
H -2.04149 -5.38234 -0.61745 0.270 -0.504 -0.277
H -1.60945 -3.89055 -1.30321 0.909 0.290 0.262
```
Positions in Å, forces in eV/Å.

Its expectation value of S² is 0.752. Its multiplicity is 2. The calculation puts the highest occupied orbital energy (alpha / beta) at 0.02328 / -0.15921 Ha. Its charge is -2.


Entry from OMol25: a cluster of 2 separate species, C4H10N2O2 in total in a non-equilibrium geometry (ωB97M-V/def2-TZVPD).

```
18
Properties=species:S:1:pos:R:3:forces:R:3
C -0.36695 -1.91599 1.55985 1.369 -0.103 -0.848
C 0.80388 -1.70658 0.88656 -1.464 -0.245 2.193
C 1.44349 -2.68840 -0.05238 0.728 0.419 -0.372
O 1.56405 -0.55324 1.16874 -1.040 -1.420 0.034
H -0.85206 -2.89605 1.42858 0.130 0.672 0.081
H -0.80545 -1.18746 2.26211 0.457 -0.423 -0.522
H 0.93879 -3.65771 -0.13833 -0.057 0.408 0.165
H 1.47229 -2.21266 -1.04712 0.008 -0.301 0.086
H 2.50976 -2.85686 0.21972 -0.714 0.096 -0.002
H 1.60888 -0.13464 0.32263 0.548 1.001 -0.888
N -1.10033 2.34331 0.31351 1.505 -0.150 -0.924
C -0.75476 1.72693 -0.91001 -0.050 1.221 -0.489
N -1.75322 0.87206 -1.35346 0.618 0.682 0.424
O 0.25714 2.00805 -1.55632 -1.141 -0.722 1.231
H -0.46147 3.10864 0.50617 -0.331 -0.186 0.093
H -2.06227 2.53020 0.52007 -0.240 -0.053 -0.107
H -1.45466 0.19032 -2.00945 0.293 -0.384 -0.649
H -2.24245 0.47437 -0.58824 -0.621 -0.511 0.495
```
Positions in Å, forces in eV/Å.

Its energy relative to the best compared isomer or geometry (same formula, charge and spin) is 34.9 kcal/mol. As for the SMILES: C=C(C)O.NC(N)=O. The calculation puts the highest occupied orbital energy at -0.33880 Ha.


Entry from OMol25: a cluster of 2 separate species, C2H3NOS in total in a non-equilibrium geometry (ωB97M-V/def2-TZVPD).

```
8
Properties=species:S:1:pos:R:3:forces:R:3
N 0.28475 1.98739 0.28864 -1.863 0.110 0.787
C 1.12597 2.00908 -0.56804 -0.592 1.686 1.893
O 2.06016 2.14740 -1.21020 1.660 -0.677 -2.066
H -0.28195 2.79458 0.60942 0.767 -1.068 -0.616
C -0.99359 -1.24955 0.35383 0.417 0.607 -0.514
S 0.40946 -1.58779 1.01029 0.693 -1.053 -0.071
H -1.40446 -0.38280 0.77583 -1.341 1.063 0.469
H -1.47615 -1.58028 -0.56223 0.259 -0.669 0.119
```
Positions in Å, forces in eV/Å.

Its energy relative to the best compared isomer or geometry (same formula, charge and spin) is 30.9 kcal/mol. As for the SMILES: N=C=O.C=S. The calculation puts the highest occupied orbital energy at -0.32000 Ha.


Entry from OMol25: a structure of composition C18H18N5O5RuS (ωB97M-V/def2-TZVPD).

```
48
Properties=species:S:1:pos:R:3:forces:R:3
Ru -0.10477 0.53617 -1.08334 -0.246 -0.400 -0.131
O -0.53094 1.24593 0.68935 -0.004 0.216 0.201
C -0.20577 0.63871 1.82372 0.031 -0.107 0.084
C -0.41958 1.36411 3.00823 0.011 -0.003 -0.069
C -0.13360 0.83406 4.24546 0.023 -0.048 0.054
C 0.37695 -0.45950 4.36139 -0.019 0.047 -0.024
C 0.58477 -1.19025 3.21438 -0.003 0.011 -0.007
C 0.30998 -0.67816 1.93593 -0.013 0.008 -0.044
C 0.57440 -1.57381 0.82230 0.003 0.047 -0.007
N 0.43369 -1.25360 -0.40734 -0.114 0.104 -0.110
N 0.76915 -2.17791 -1.38947 -0.020 -0.035 0.025
C 0.56008 -1.67319 -2.57341 0.004 0.040 0.023
O 0.06805 -0.48848 -2.80178 0.045 0.032 0.044
C 0.91756 -2.48560 -3.76137 -0.027 -0.075 0.011
C 1.46161 -3.76021 -3.62113 0.007 0.005 0.003
C 1.79806 -4.49683 -4.74399 0.000 -0.005 -0.008
C 1.59344 -3.96865 -6.01279 -0.002 0.005 0.005
C 1.04859 -2.70081 -6.15471 0.004 -0.011 -0.001
C 0.71014 -1.96056 -5.03195 -0.023 0.030 -0.028
H -0.83409 2.35950 2.90864 -0.008 0.004 0.012
H -0.31410 1.42682 5.13347 0.001 0.000 0.001
H 0.59961 -0.88210 5.33101 0.001 -0.001 0.003
H 0.97476 -2.19920 3.28380 0.000 -0.003 0.001
H 0.92814 -2.57857 1.03619 -0.008 -0.008 -0.002
H 1.61530 -4.15782 -2.62786 0.000 -0.002 0.001
H 2.22052 -5.48694 -4.63138 0.000 0.001 0.000
H 1.85653 -4.54696 -6.88929 0.000 -0.001 0.000
H 0.88318 -2.28895 -7.14185 -0.001 0.001 -0.001
H 0.27629 -0.97400 -5.12535 0.015 -0.023 -0.002
O -3.02281 2.60467 -2.24201 0.072 -0.085 0.107
N -2.12449 1.89922 -1.88141 0.037 0.015 -0.232
O -2.27017 0.70933 -1.47891 0.281 -0.114 0.069
O -0.89619 2.29687 -1.89536 -0.180 0.231 0.012
C 2.51114 2.84993 -3.55550 -0.046 -0.024 -0.004
N 1.96394 3.35683 -2.31545 0.052 0.038 -0.120
C 1.48063 4.73128 -2.16963 0.012 0.015 0.028
C 0.75105 4.68801 -0.81682 0.011 -0.021 -0.016
N 1.27569 3.44847 -0.23926 0.128 0.074 -0.051
C 1.81617 2.68310 -1.19290 -0.093 0.013 0.187
S 2.16792 1.00638 -0.95773 0.108 0.004 -0.012
H 3.53855 3.18826 -3.69672 0.007 0.002 -0.018
H 1.89563 3.21039 -4.37871 0.005 -0.004 -0.012
H 2.47956 1.76184 -3.53761 0.030 0.056 0.016
H 0.81628 4.98114 -2.99526 0.008 0.005 -0.006
H 2.32611 5.42353 -2.16841 -0.009 0.003 0.000
H -0.32740 4.60683 -0.95018 0.005 0.009 0.014
H 0.98477 5.54434 -0.18912 0.009 0.002 -0.007
H 0.81129 2.97581 0.52536 -0.096 -0.048 0.007
```
Positions in Å, forces in eV/Å.

Its energy relative to the best compared isomer or geometry (same formula, charge and spin) is 0.0 kcal/mol. Its expectation value of S² is 0.755. Its multiplicity is 2. The calculation puts the highest occupied orbital energy (alpha / beta) at -0.28773 / -0.28701 Ha.


Entry from OMol25: an isolated molecule of C10H13BCl4O2S in a non-equilibrium geometry (ωB97M-V/def2-TZVPD).

```
31
Properties=species:S:1:pos:R:3:forces:R:3
Cl 3.44012 1.71842 0.91292 -0.727 -0.821 -0.017
B 2.46865 0.08539 0.94367 1.013 -0.283 -0.956
Cl 2.21928 -0.64695 -0.79867 0.191 0.228 0.299
Cl 3.46838 -1.17492 1.93797 0.572 -0.406 0.153
O 1.21908 0.23790 1.53740 -2.640 0.021 2.028
C 0.25453 -0.73931 1.87506 1.783 -2.048 -2.542
C -1.11865 -0.32710 1.25379 0.387 0.182 2.104
C -2.02596 -1.35784 1.03534 -0.331 -0.006 -0.450
C -3.32865 -1.11610 0.61387 0.189 0.481 0.278
C -3.73172 0.21095 0.43825 0.833 0.018 -0.029
Cl -5.33128 0.51500 -0.12353 -0.307 0.140 -0.013
C -2.84218 1.28434 0.62616 0.785 -0.855 0.201
C -1.51284 1.01429 1.04961 -0.916 -0.643 -0.201
H 0.49964 -1.74583 1.45570 -0.090 0.934 -1.107
H -1.71464 -2.39820 1.09992 0.070 0.225 0.020
H -4.01191 -1.94965 0.46859 0.050 0.311 -0.135
H -3.17399 2.30552 0.43671 0.114 -0.327 0.081
H -0.81247 1.83203 1.19184 -0.044 -0.221 0.041
C -0.68818 -3.66368 3.40171 0.382 -0.253 0.196
S -0.02554 -2.48557 4.53402 -1.654 0.153 0.722
C 1.27693 -3.29211 5.53268 0.814 0.173 -0.094
C 0.64397 -1.25829 3.39494 0.409 3.081 1.737
O -1.08699 -2.06424 5.45271 1.033 0.024 -0.885
H 0.15269 -3.97359 2.76383 -0.470 -0.097 -0.066
H -1.18270 -4.48812 3.93182 0.330 0.240 -0.102
H -1.42832 -3.05434 2.87069 0.202 -0.292 -0.009
H 2.18470 -3.34275 4.91980 -0.153 -0.042 0.079
H 1.50417 -2.70964 6.45523 -0.512 0.042 -0.916
H 1.00512 -4.31135 5.87314 -0.404 0.630 -0.593
H 1.76852 -1.34806 3.48158 -1.099 -0.109 -0.700
H 0.42463 -0.29199 3.88374 0.188 -0.478 0.879
```
Positions in Å, forces in eV/Å.

Its energy relative to the best compared isomer or geometry (same formula, charge and spin) is 0.5 kcal/mol. The calculation puts the highest occupied orbital energy at -0.33201 Ha.


Entry from OMol25: a cluster of 2 separate species, C9H14S in total in a non-equilibrium geometry (ωB97M-V/def2-TZVPD).

```
24
Properties=species:S:1:pos:R:3:forces:R:3
C -0.93730 -2.75182 -0.45147 -0.932 -1.240 0.192
C -0.22514 -1.80529 0.45236 1.202 -0.641 0.647
C -0.52980 -0.46780 0.63040 -1.191 -1.379 1.321
C 0.13532 0.24478 1.63536 -1.223 1.237 0.560
C 1.00352 -0.30859 2.52790 0.905 -0.722 -1.992
C 1.41044 -1.64502 2.24832 0.071 1.822 1.279
C 0.79331 -2.37853 1.26360 -0.039 0.139 0.059
H -0.25117 -3.39318 -0.99749 0.326 0.309 -0.356
H -1.69555 -2.37661 -1.13643 0.276 0.526 -0.020
H -1.47904 -3.51831 0.13217 0.050 0.391 0.175
H -1.61031 -0.30732 0.52550 0.515 1.073 -1.200
H -0.17261 1.26716 1.86152 -0.142 -0.128 -0.312
H 1.46353 0.36227 3.23759 0.171 -0.431 0.366
H 2.22263 -1.92460 2.90907 -0.132 -1.080 -0.249
H 0.99520 -3.44551 1.23608 0.132 0.096 -0.451
C -0.77031 2.74451 -1.12188 0.505 -0.978 0.737
C 0.32994 2.86452 -2.17512 -0.126 0.386 -0.232
S 1.31148 1.33655 -2.51997 -0.892 0.517 0.095
H -1.58827 3.43476 -1.29473 0.052 0.295 0.103
H -0.36623 2.82061 -0.10482 -0.050 0.518 -0.188
H -1.19552 1.74020 -1.06774 -0.107 -0.043 -0.543
H -0.12482 3.28667 -3.07571 0.191 -0.520 -0.247
H 1.05855 3.63130 -1.90074 0.085 -0.229 0.202
H 0.22212 0.58926 -2.81375 0.355 0.082 0.055
```
Positions in Å, forces in eV/Å.

Its energy relative to the best compared isomer or geometry (same formula, charge and spin) is 27.1 kcal/mol. As for the SMILES: Cc1ccccc1.CCS. The calculation puts the highest occupied orbital energy at -0.32220 Ha.


It is found that the E values, taken in the order of the records, are -231124.0904 -11385.3903 -16493.8586 -50061.5930 -76277.6724 -20394.1103 eV.